1.
A molecular structure, C52H51Cl3GeO4TeV in a non-equilibrium geometry, computed with the ωB97M-V functional and the def2-TZVPD basis.

Energy relative to the best compared isomer or geometry (same formula, charge and spin) (eV): 0.686
Expectation value of S²: 2.042
Gap between HOMO and LUMO (alpha / beta) (eV): 7.27 / 7.13
Spin multiplicity: 3
Charge: -1

Each line ends with the Löwdin spin population.
Geometry (Å):
V 0.9253 0.3204 0.9627  1.99
C 1.6633 2.2083 2.0266  -0.01
C 2.7367 1.5868 1.3424  0.00
C 2.9434 0.3083 1.9265  0.00
C 1.9704 0.1431 2.9528  0.01
C 1.2224 1.3451 3.0492  -0.02
C 0.2902 1.7141 4.1601  0.00
C 1.9358 -0.9843 3.9364  0.01
C 4.1630 -0.5506 1.8128  0.00
C 3.6391 2.3303 0.4028  0.00
C 1.2254 3.6166 1.7924  0.00
H 0.8114 2.3658 4.8689  0.00
H -0.0560 0.8299 4.6902  0.00
H -0.5816 2.2493 3.7879  0.00
H 2.5475 -0.7391 4.8100  0.00
H 2.3348 -1.8927 3.4821  0.00
H 0.9154 -1.1758 4.2706  0.00
H 3.8981 -1.6027 1.7247  0.00
H 4.7798 -0.4287 2.7080  0.00
H 4.7674 -0.2790 0.9519  0.00
H 4.0594 3.1985 0.9174  0.00
H 3.0890 2.6878 -0.4681  0.00
H 4.4670 1.7106 0.0646  0.00
H 1.9732 4.3149 2.1815  0.00
H 0.2787 3.8210 2.2895  0.00
H 1.1065 3.7965 0.7247  0.00
Cl -1.9524 -2.3453 1.8986  0.00
C -2.3198 -2.0762 0.1987  0.00
Cl -4.0205 -1.7251 -0.0238  0.00
C -1.4205 -0.9016 -0.3331  0.00
O -1.8925 -0.1444 -1.1610  0.00
O -0.2576 -0.9685 0.1239  0.03
H -2.0860 -2.9979 -0.3447  0.00
O -1.0787 0.5612 1.9798  0.00
C -1.4361 1.4699 1.2138  0.00
O -0.7248 1.9188 0.2897  0.02
C -2.8176 2.0839 1.3939  0.00
C -3.5321 2.0069 0.0649  0.00
Ge -2.4500 2.7758 -1.4701  0.00
C -3.5254 2.3870 -3.1160  0.00
C -3.3001 3.1421 -4.2612  0.00
C -4.0411 2.9471 -5.4100  0.00
C -5.0177 1.9656 -5.4433  0.00
C -5.2347 1.1826 -4.3242  0.00
C -4.4967 1.3974 -3.1725  0.00
C -0.6101 2.7689 -2.2685  0.00
C -0.2681 1.8003 -3.1970  0.00
C 0.9914 1.7843 -3.7706  0.00
C 1.9170 2.7592 -3.4399  0.00
C 1.5728 3.7516 -2.5376  0.00
C 0.3180 3.7497 -1.9539  0.00
C -2.8450 4.7202 -1.1244  0.00
C -2.2035 5.4118 -0.1036  0.00
C -2.5361 6.7175 0.2115  0.00
C -3.5420 7.3640 -0.4864  0.00
C -4.1991 6.6916 -1.5010  0.00
C -3.8524 5.3888 -1.8099  0.00
H -2.6865 3.1265 1.6977  0.00
H -3.3535 1.5523 2.1850  0.00
H -4.4582 2.5875 0.0885  0.00
H -3.7797 0.9753 -0.1540  0.00
H -2.5265 3.9010 -4.2398  0.00
H -3.8605 3.5594 -6.2843  0.00
H -5.5999 1.8081 -6.3408  0.00
H -5.9835 0.4018 -4.3475  0.00
H -4.6647 0.7778 -2.3050  0.00
H -1.0035 1.0519 -3.4599  0.00
H 1.2593 1.0023 -4.4683  0.00
H 2.9022 2.7487 -3.8841  0.00
H 2.2820 4.5322 -2.2901  0.00
H 0.0489 4.5313 -1.2562  0.00
H -1.4282 4.9095 0.4592  0.00
H -2.0159 7.2349 1.0074  0.00
H -3.8169 8.3801 -0.2353  0.00
H -4.9910 7.1862 -2.0497  0.00
H -4.3757 4.8736 -2.6025  0.00
Te 0.8550 -3.3433 1.1055  0.01
C 2.4669 -4.7947 1.0066  0.00
C 2.4496 -5.7836 0.0357  0.00
C 3.4634 -6.7215 -0.0379  0.00
C 4.5001 -6.6944 0.8778  0.00
C 4.5182 -5.7254 1.8650  0.00
C 3.5081 -4.7809 1.9206  0.00
C 0.0224 -4.7224 2.5691  0.00
C 0.3008 -4.5985 3.9212  0.00
C -0.2165 -5.4967 4.8399  0.00
C -1.0250 -6.5343 4.4115  0.00
C -1.3106 -6.6702 3.0648  0.00
C -0.7895 -5.7680 2.1527  0.00
H 1.6308 -5.8075 -0.6716  0.00
H 3.4527 -7.4766 -0.8117  0.00
H 5.2867 -7.4332 0.8247  0.00
H 5.3245 -5.7054 2.5855  0.00
H 3.5260 -4.0200 2.6900  0.00
H 0.9250 -3.7855 4.2623  0.00
H 0.0084 -5.3882 5.8923  0.00
H -1.4318 -7.2396 5.1224  0.00
H -1.9430 -7.4820 2.7291  0.00
H -1.0193 -5.8760 1.1006  0.00
Cl 4.1303 -2.4184 -0.7787  0.00
C 2.6314 -2.4681 -1.6429  -0.01
C 2.3836 -3.6328 -2.3472  0.00
C 1.2295 -3.7524 -3.0983  -0.01
C 0.3465 -2.6822 -3.1416  0.00
C 0.6240 -1.5212 -2.4537  -0.01
C 1.7660 -1.3625 -1.6456  0.00
C 2.0116 -0.1274 -0.9243  -0.03
H 3.1003 -4.4397 -2.3015  0.00
H 1.0285 -4.6624 -3.6456  0.00
H -0.5529 -2.7454 -3.7426  0.00
H -0.0567 -0.6881 -2.5226  0.00
H 1.5851 0.7218 -1.4637  0.00
H 3.0771 0.0051 -0.7587  0.00



2.
A molecular structure, C8H26BCrF2N2O2 in a non-equilibrium geometry, computed with the ωB97M-V functional and the def2-TZVPD basis.

Expectation value of S²: 6.008
Gap between HOMO and LUMO (alpha / beta) (eV): 4.04 / 8.37
Spin multiplicity: 5
Charge: -1

Each line ends with the Löwdin spin population.
Geometry (Å):
Cr -17.5496 -17.4874 -13.9728  3.62
F -15.6196 -17.0066 -13.7804  0.08
F -18.2252 -15.9058 -15.0036  0.03
B -17.4320 -19.5044 -13.3608  0.07
H -17.4145 -18.6999 -12.6420  0.00
H -18.1463 -19.2517 -14.1291  0.01
H -16.4056 -19.4248 -13.6839  0.01
H -17.7665 -20.3617 -12.7975  0.01
C -18.9238 -16.0975 -9.8651  0.01
C -18.8148 -16.9624 -11.2073  0.00
C -20.0592 -16.8524 -12.1436  0.01
O -19.5872 -17.5622 -13.3538  0.03
C -20.6655 -17.8622 -14.2759  0.01
N -17.7175 -16.4946 -12.0055  0.03
H -17.8758 -16.1134 -9.5660  0.00
H -19.4922 -16.6286 -9.1016  0.00
H -19.4066 -15.1419 -10.0696  0.00
H -18.6509 -18.0105 -10.9572  0.00
H -20.2327 -15.8191 -12.4441  0.00
H -20.9458 -17.3541 -11.7558  0.00
H -21.3532 -17.0566 -14.5334  0.00
H -21.2479 -18.7474 -14.0202  0.00
H -20.1935 -18.2039 -15.1970  0.00
H -17.7285 -15.4894 -12.1037  0.00
H -16.9226 -16.6184 -11.3949  0.00
C -16.7475 -20.1834 -17.1418  0.00
C -16.1461 -18.8829 -16.5964  0.01
C -15.3872 -18.0862 -17.6424  0.00
O -16.3058 -17.3879 -18.4442  0.00
C -15.7133 -16.3260 -19.2289  0.00
N -17.3140 -18.1491 -16.0207  0.03
H -17.3856 -20.0213 -18.0105  0.00
H -17.2471 -20.7678 -16.3692  0.00
H -15.9889 -20.9050 -17.4452  0.00
H -15.4104 -19.1545 -15.8394  0.00
H -14.8494 -18.8160 -18.2477  0.00
H -14.6452 -17.5003 -17.0999  0.00
H -15.2215 -15.6818 -18.5000  0.00
H -16.5583 -15.7177 -19.5512  0.00
H -15.0603 -16.7302 -20.0024  0.00
H -17.3000 -17.1939 -16.3484  0.00
H -17.9799 -18.4808 -16.7038  0.01



3.
C7H11N in the gas phase in a non-equilibrium geometry, computed with the ωB97M-V functional and the def2-TZVPD basis.

Energy relative to the best compared isomer or geometry (same formula, charge and spin) (eV): 4.459
Gap between HOMO and LUMO (eV): 10.01
SMILES: C=C(C1CC1)[C@H]1CN1

Each line ends with the Mulliken charge.
Geometry (Å):
C 0.3483 0.2271 1.6528  -0.90
C 0.2310 -0.0491 0.3841  0.93
C 0.2301 0.8577 -0.7470  -0.43
C 1.0215 2.1831 -0.8784  -0.74
C -0.5124 2.1345 -1.0214  -0.47
C -0.2301 -1.3772 0.0531  -0.08
C -0.0210 -2.6595 0.6634  -0.44
N -1.3830 -2.0751 0.7256  -0.58
H 0.6226 1.4500 1.9832  0.11
H 0.3466 -0.5601 2.4194  0.30
H 0.2660 0.2925 -1.6522  0.32
H 1.2096 2.6512 0.0556  0.23
H 1.5662 2.4981 -1.7357  0.28
H -1.2925 2.4054 -0.3284  0.29
H -0.7480 2.2763 -2.1031  0.23
H -0.2633 -1.5066 -1.0621  0.23
H 0.1344 -3.5302 -0.0211  0.23
H 0.5727 -2.7303 1.5956  0.21
H -2.0989 -2.4878 0.0164  0.26



4.
C5H7NO in the gas phase in a non-equilibrium geometry, computed with the ωB97M-V functional and the def2-TZVPD basis.

Energy relative to the best compared isomer or geometry (same formula, charge and spin) (eV): 3.780
Gap between HOMO and LUMO (alpha / beta) (eV): 8.20 / 8.20
SMILES: Cc1cc(N)co1

Each line ends with the Mulliken charge.
Geometry (Å):
C 0.0845 -1.0518 -1.4294  -0.97
C -0.3766 -1.3328 -0.0060  0.23
C -1.1463 -0.2791 0.4187  -0.42
C -0.2171 0.5739 1.0653  0.34
N -0.1913 1.9596 0.7915  -0.69
C 0.8685 -0.1929 1.3900  -0.46
O 0.7604 -1.4004 0.7746  -0.30
H 0.4104 0.0198 -1.3040  0.24
H -0.7088 -1.0533 -2.1742  0.31
H 0.9355 -1.6600 -1.7404  0.30
H -2.0231 0.0677 -0.1189  0.41
H -0.9060 2.1767 0.1060  0.30
H 0.7014 2.1531 0.3478  0.29
H 1.8085 0.0194 1.8789  0.43